Computed, not measured: a molecular structure, C4H7HoO3 in a non-equilibrium geometry, with wB97M-V/def2-TZVPD.

Cartesian coordinates (Å):
O: 3.4933 0.7222 0.0125
C: 4.2118 -0.2612 0.0626
H: 5.3020 -0.1395 0.1633
H: 3.7912 -1.2803 0.0234
O: -0.8407 1.6783 -0.0251
C: -2.1228 1.1976 -0.1119
C: -2.2743 -0.2876 0.1307
O: -1.6391 -0.8623 1.2399
C: -1.0857 -1.2428 -0.0223
Ho: 1.2380 1.3130 -0.1035
H: -2.5799 1.3765 -1.1078
H: -2.7863 1.6960 0.6261
H: -3.2864 -0.6718 -0.0473
H: -0.2591 -0.9165 -0.6550
H: -1.1620 -2.3215 -0.1854

The value obtained for the frontier orbital gap (spin up / spin down) is 6.5 / 6.1 eV. The total charge is +2. As for the spin multiplicity: 5. The HOMO energy (spin up / spin down) is -17.199 / -17.203 eV.


Computed, not measured: 2 unconnected molecules or ions with the total composition C2H3NO2 in a non-equilibrium geometry, with wB97M-V/def2-TZVPD.

Cartesian coordinates (Å):
C: -0.1932 -0.1761 0.9953
C: -0.3599 -0.7216 -3.0053
N: 0.9426 0.1580 1.4592
O: -0.8695 0.7094 0.1945
O: 0.0708 0.1982 -2.5307
H: -0.6839 -1.2317 1.1434
H: -0.4735 1.5394 -0.0656
H: 1.5665 -0.4756 1.8092

The value obtained for the frontier orbital gap is 11.2 eV. The total charge is 0. For the energy above the lowest of the compared OMol25 structures with the same formula, charge and spin, the calculation gives 1.3693 eV. The HOMO energy is -10.109 eV.


Computed, not measured: a molecular structure, C22H25AsBN8O6RhS in a non-equilibrium geometry, with wB97M-V/def2-TZVPD.

Cartesian coordinates (Å):
Rh: 0.3791 -0.1254 -1.1377
C: 2.9269 -2.7740 -1.1853
C: 1.9738 -2.5726 -0.0534
C: 2.0156 -3.1898 1.1884
C: 0.8423 -2.8437 1.8405
N: 0.1321 -2.0637 1.0285
N: 0.8114 -1.8806 -0.1393
B: -1.3197 -1.5251 1.0130
N: -1.2641 0.0290 1.0948
C: -1.5663 0.8530 2.0856
C: -1.4259 2.1599 1.6392
C: -1.0147 2.0824 0.3236
C: -0.8073 3.1967 -0.6347
N: -0.9476 0.7576 -0.0007
N: -1.8536 -1.8100 -0.4301
C: -2.8093 -2.6064 -0.9293
C: -2.8639 -2.4543 -2.2968
C: -1.8707 -1.5284 -2.6210
C: -1.4687 -0.9997 -3.9530
N: -1.2740 -1.1721 -1.4764
N: -2.1818 -2.0446 2.1146
C: -3.5306 -2.1985 2.1971
C: -3.8444 -2.4507 3.5031
C: -2.6088 -2.4173 4.1862
C: -2.3571 -2.6026 5.6483
N: -1.6156 -2.1592 3.3544
H: 3.6923 -3.4814 -0.8766
H: 3.4149 -1.8601 -1.5089
H: 2.3996 -3.1957 -2.0426
H: 2.7897 -3.8458 1.5470
H: 0.4482 -3.1220 2.8015
H: -1.8974 0.4569 3.0329
H: -1.6398 3.0596 2.1899
H: -0.2434 3.9996 -0.1617
H: -1.7767 3.5976 -0.9356
H: -0.2968 2.8768 -1.5324
H: -3.3849 -3.2463 -0.2835
H: -3.5305 -2.9507 -2.9799
H: -2.1732 -1.3391 -4.7081
H: -0.4731 -1.3494 -4.2307
H: -1.4463 0.0870 -3.9492
H: -4.1793 -2.0821 1.3456
H: -4.8192 -2.6498 3.9149
H: -3.1697 -3.1592 6.1110
H: -2.2831 -1.6389 6.1541
H: -1.4250 -3.1391 5.8149
O: 0.9085 3.2062 -4.0822
As: 1.7715 1.9418 -3.2391
O: 2.7380 1.1077 -4.2215
O: 0.3565 1.0186 -2.6583
C: 2.4195 3.0250 -1.7676
C: 2.4474 4.3987 -1.9912
C: 2.9292 5.2607 -1.0147
C: 3.3993 4.7693 0.1913
C: 3.3893 3.4043 0.4309
C: 2.8985 2.5466 -0.5423
S: 2.8147 0.8515 -0.1119
O: 3.9605 0.4680 0.6294
O: 2.5576 0.1425 -1.4201
O: 1.5150 0.6632 0.5907
H: 0.8337 2.9580 -5.0147
H: 2.0954 4.7929 -2.9326
H: 2.9441 6.3250 -1.2079
H: 3.7833 5.4451 0.9433
H: 3.7752 2.9972 1.3564

The value obtained for the frontier orbital gap (spin up / spin down) is 6.7 / 5.9 eV. The total charge is +1. As for the spin multiplicity: 2. The HOMO energy (spin up / spin down) is -12.012 / -12.011 eV.


Computed, not measured: a molecular structure, C32H33BMnNO6S2Si, with wB97M-V/def2-TZVPD.

Cartesian coordinates (Å):
Mn: -1.3737 -1.5875 0.2583
C: -0.3637 -2.6162 4.4615
C: -0.4919 -2.7002 2.9725
C: 0.3870 -3.6713 2.2503
O: -1.3080 -1.9872 2.4030
H: -0.4438 -3.6156 4.8976
H: -1.1148 -1.9489 4.8774
H: 0.6390 -2.2446 4.6963
H: 1.1771 -4.0475 2.8961
H: 0.8109 -3.2046 1.3602
H: -0.2461 -4.5015 1.9214
C: -4.9210 -1.6498 -0.4573
O: -4.2595 -2.9048 -0.2376
C: -2.9546 -2.8155 -0.0060
O: -2.3025 -3.8170 0.2245
H: -5.9525 -1.8909 -0.6932
H: -4.4624 -1.1201 -1.2870
H: -4.8740 -1.0336 0.4397
O: 0.4080 -1.0633 0.2787
Si: 1.6389 -0.0842 0.5860
C: 1.2270 1.6794 0.0868
C: 2.0076 2.7413 0.5603
C: 1.7742 4.0486 0.1504
C: 0.7610 4.3163 -0.7653
C: -0.0146 3.2741 -1.2570
C: 0.2119 1.9713 -0.8243
C: 2.0599 -0.1150 2.4256
C: 3.0029 -0.9865 2.9790
C: 3.2099 -1.0550 4.3536
C: 2.4561 -0.2625 5.2093
C: 1.4971 0.5975 4.6841
C: 1.3089 0.6708 3.3096
C: 3.1395 -0.6512 -0.3899
C: 4.4571 -0.2840 -0.1067
C: 5.5117 -0.7032 -0.9092
C: 5.2645 -1.5001 -2.0194
C: 3.9606 -1.8784 -2.3195
C: 2.9120 -1.4598 -1.5111
H: 2.8118 2.5468 1.2665
H: 2.3889 4.8565 0.5319
H: 0.5900 5.3318 -1.1046
H: -0.7896 3.4669 -1.9941
H: -0.4017 1.1717 -1.2189
H: 3.5983 -1.6167 2.3253
H: 3.9599 -1.7277 4.7545
H: 2.6146 -0.3141 6.2796
H: 0.8987 1.2123 5.3469
H: 0.5502 1.3428 2.9161
H: 4.6719 0.3387 0.7564
H: 6.5260 -0.4091 -0.6651
H: 6.0846 -1.8280 -2.6464
H: 3.7616 -2.5024 -3.1834
H: 1.8976 -1.7755 -1.7464
S: -2.2336 0.7020 1.7163
C: -2.7769 2.0529 0.9335
N: -2.7156 3.3007 1.4194
C: -2.9731 4.3845 0.4765
C: -3.9759 3.8076 -0.5133
S: -3.5246 2.0499 -0.6463
H: -2.1576 3.4443 2.2472
H: -2.0461 4.6672 -0.0262
H: -3.3766 5.2517 0.9964
H: -3.9042 4.2867 -1.4867
H: -4.9954 3.8983 -0.1434
O: -0.7795 -1.9474 -2.7551
B: -1.5984 -1.2657 -1.8495
O: -2.3678 -0.3205 -2.5362
C: -2.0007 -0.4186 -3.8618
C: -2.4549 0.3080 -4.9378
C: -1.8966 -0.0004 -6.1780
C: -0.9308 -0.9929 -6.3096
C: -0.4801 -1.7197 -5.2090
C: -1.0385 -1.4054 -3.9907
H: -3.2075 1.0778 -4.8205
H: -2.2209 0.5440 -7.0561
H: -0.5188 -1.2040 -7.2889
H: 0.2714 -2.4943 -5.2972

The value obtained for the frontier orbital gap (spin up / spin down) is 8.2 / 8.3 eV. The total charge is 0. For the energy above the lowest of the compared OMol25 structures with the same formula, charge and spin, the calculation gives 0.2950 eV. As for the spin multiplicity: 5. The HOMO energy (spin up / spin down) is -7.986 / -8.113 eV.


Computed, not measured: 2 unconnected molecules or ions with the total composition C2H10NS2 in a non-equilibrium geometry, with wB97M-V/def2-TZVPD.

Cartesian coordinates (Å):
C: 0.0836 -2.7583 -0.0018
N: 0.2827 -1.5546 -0.9069
H: 0.2515 -3.7234 -0.4714
H: 0.7670 -2.6156 0.8187
H: -1.0368 -2.6096 0.2536
H: -0.3577 -1.8656 -1.5689
H: 1.2148 -1.2533 -1.1184
H: -0.1951 -0.7185 -0.4849
C: -0.2218 2.4945 1.3862
S: -0.7234 1.2421 0.0491
S: 0.6431 2.0497 -1.4627
H: 0.8466 2.4164 1.6542
H: -0.8809 2.1593 2.1876
H: -0.6687 3.5048 1.1407
H: -0.0048 3.2320 -1.4750

The value obtained for the frontier orbital gap is 9.3 eV. The total charge is +1. For the energy above the lowest of the compared OMol25 structures with the same formula, charge and spin, the calculation gives 1.3154 eV. The HOMO energy is -12.884 eV.